1.
C29H54ClOPTl as an isolated structure at a distorted geometry, computed with the ωB97M-V functional and the def2-TZVPD basis.

HOMO level: -0.935 eV
E_LUMO: 2.325 eV
total charge: -1

Each line ends with the Löwdin charge.
Positions of all 87 atoms, in Å:
Cl  0.68290  -0.55262  3.48211  -0.16
H  1.71537  0.96355  -2.39205  0.09
C  -0.82777  -1.19010  -2.32388  -0.35
H  1.24094  -3.31109  2.41780  0.05
H  -2.53637  -1.11968  -4.50325  0.11
H  -1.48828  -0.18629  -5.57578  0.11
H  2.14474  -0.74331  -2.52803  0.09
H  -0.47040  -1.21356  1.51304  0.00
C  0.24221  4.48829  4.50335  -0.09
H  -2.42581  -3.35119  3.81287  0.10
H  0.12782  -3.94204  -4.22500  0.11
H  -0.86778  4.03217  0.07369  0.08
C  0.71797  4.51919  2.06056  -0.07
H  0.21538  3.89908  5.42963  0.03
H  -1.22720  -2.22192  3.16834  0.03
H  -3.15467  2.64816  0.81522  0.12
H  2.10821  -2.24115  -0.27266  0.11
H  0.15142  0.13627  -3.74478  0.11
H  -0.74754  4.43761  -1.63951  0.11
C  -0.01582  -2.44884  -2.67989  -0.19
C  -2.67977  3.66477  -1.03117  -0.20
H  4.17220  0.59096  -2.61610  0.11
H  -1.72984  -3.17708  -0.43588  0.10
H  4.57744  -1.46944  -1.40250  0.11
Tl  -0.74374  1.25795  4.86477  0.57
C  -2.63872  1.15443  -0.64593  -0.19
C  -0.55905  -4.24862  3.17033  -0.21
C  1.90707  2.89449  3.52356  -0.09
H  -2.62926  -4.34696  1.45052  0.10
H  -3.11222  0.35143  -0.06828  0.10
H  -3.22013  -2.68592  1.60604  0.09
H  -2.84298  0.93899  -1.70636  0.11
P  -0.32567  -0.44799  -0.71243  1.19
C  -1.32574  -2.89060  0.54886  -0.41
H  2.09062  2.16110  2.72925  0.06
H  -0.93036  1.37848  0.67369  0.13
C  3.68634  0.48268  -1.63902  -0.20
H  -1.45740  0.68515  -3.26111  0.08
C  -0.56258  -3.14026  -3.93957  -0.19
H  -0.73963  4.95492  4.37303  0.08
C  -0.76630  -2.18480  -5.12339  -0.21
H  1.72177  -1.38814  1.23567  0.03
C  -1.48819  -0.89121  -4.73709  -0.20
H  -1.86893  -1.51205  -2.12351  0.13
C  1.48962  -0.17389  -0.53304  -0.35
H  0.99271  5.27918  4.63023  0.07
H  1.09179  -5.01046  1.96475  0.09
H  3.74106  1.45849  -1.14113  0.11
C  2.20681  0.13077  -1.86354  -0.20
C  4.42515  -0.56407  -0.79999  -0.21
C  -1.11755  1.19902  -0.40634  -0.35
H  2.73309  3.61810  3.54883  0.08
H  -3.08490  4.60662  -0.64545  0.11
H  -2.05898  -0.93216  0.83906  0.08
H  -1.33561  -2.69629  -5.90668  0.10
H  1.03959  -2.18307  -2.84522  0.10
H  -1.52023  -3.61472  -3.68861  0.12
C  0.52006  -4.07419  2.06355  -0.34
H  4.17332  -1.78782  0.97607  0.11
H  -2.97251  3.60354  -2.08763  0.11
C  0.57142  3.61482  3.28326  -0.83
H  0.60222  2.44026  -0.91256  0.10
C  -1.67298  -3.21652  3.02590  -0.23
H  -0.02435  -3.15772  -1.84078  0.08
H  0.98148  3.92392  1.17819  0.07
H  3.72201  -0.09411  1.19275  0.11
C  -2.32095  -3.31356  1.64604  -0.19
H  -0.09400  -4.16980  4.15893  0.09
H  1.91477  2.34265  4.47335  0.05
C  -1.14887  3.69904  -0.93357  -0.19
C  2.20503  -1.27802  0.25396  -0.21
C  -0.86923  -0.20914  -3.50932  -0.20
C  -3.28998  2.49030  -0.26397  -0.19
H  1.53931  0.73679  0.09416  0.12
H  0.65637  -3.87472  -0.12244  -0.01
C  -1.10288  -1.44420  0.62878  -0.28
H  -4.36769  2.43349  -0.45464  0.11
H  5.42020  -0.18682  -0.54447  0.10
H  -0.22347  5.03964  1.85588  0.07
C  3.68234  -0.93675  0.48877  -0.18
C  0.03204  -3.70080  0.75605  -0.24
O  -0.45462  2.70945  3.04660  -0.48
H  -0.97444  -5.26075  3.07491  0.09
C  -0.46064  2.34991  -1.18839  -0.19
H  1.50328  5.27297  2.21104  0.08
H  -0.47928  2.13137  -2.26855  0.09
H  0.20926  -1.93562  -5.55991  0.11

---

2.
A 12-piece molecular cluster, C21H66O12 overall at a distorted geometry, computed with the ωB97M-V functional and the def2-TZVPD basis.

HOMO level: -10.033 eV
E_LUMO: -0.202 eV

Each line ends with the Löwdin charge.
Positions of all 99 atoms, in Å:
C  5.71290  -3.52244  0.57404  -0.49
H  1.60494  1.92956  -3.23542  0.03
H  -2.51051  1.15345  -1.22129  0.06
H  1.04155  1.26455  -1.29857  0.06
C  -2.24158  -3.14027  0.40858  -0.05
C  -0.25840  0.16687  -4.41771  -0.06
H  7.34323  -3.19846  -0.84640  0.08
H  -4.72968  1.66018  -2.17900  0.14
H  -3.26333  -0.31059  3.81998  0.05
C  0.47952  1.65390  -0.44777  -0.04
O  1.09819  2.17063  -4.01626  -0.06
C  6.38319  -2.76652  -0.55211  -0.06
H  5.81363  -2.70563  -1.47797  0.08
H  -4.17769  -0.60894  -3.85458  0.08
H  -5.96662  -0.42305  -1.60330  0.09
H  1.74717  0.16700  1.54875  0.09
H  -1.21929  0.64060  -4.56183  0.07
C  4.39968  1.86761  -2.92493  -0.04
H  -1.38076  3.04643  3.37409  0.02
C  4.57955  1.93710  -1.40230  -0.46
H  4.97649  2.62527  -3.45009  0.09
H  5.42983  -4.53420  0.27291  0.14
O  -1.55851  -5.26770  -0.53602  -0.06
H  -1.20929  -1.44250  4.56647  0.07
H  -6.36855  1.46249  4.16514  0.08
H  3.85792  -3.20150  1.80578  0.07
O  -0.87647  5.04573  -0.59409  -0.05
H  3.08585  0.84960  -4.79519  0.05
H  -7.17901  0.20208  4.97880  0.08
H  -4.44623  -1.35859  -1.63455  0.08
H  -2.43667  1.64832  -2.85553  0.08
H  1.11080  2.41132  0.02933  0.09
C  -1.59449  -4.47701  0.67198  -0.49
H  -0.65591  0.59764  2.23033  0.06
H  -2.22233  -5.07462  1.34601  0.13
H  -4.23053  1.74588  5.40052  0.09
H  -1.28248  5.52339  0.13978  0.06
H  -5.05246  0.87907  6.66300  0.08
H  -0.72974  -0.06743  -0.19697  0.12
H  -4.76814  -0.15493  -0.36575  0.08
C  4.40568  -2.80548  0.95197  -0.07
O  -0.95481  1.06160  1.43452  -0.07
H  1.57936  -0.79014  0.08944  0.07
H  0.63772  -1.19819  1.54353  0.07
H  4.53850  -1.73454  1.14277  0.06
H  -0.17764  -0.74776  -5.01950  0.08
H  -2.24208  -2.60368  1.35622  0.08
O  -4.19000  -0.14030  3.57906  -0.07
H  -1.60584  -2.55570  -0.26789  0.08
C  -4.38339  0.74312  5.80769  -0.06
H  1.30980  5.05576  -0.58259  -0.01
H  -2.23812  -0.06550  -2.38604  0.07
O  5.83797  2.55466  -1.06106  -0.06
C  -4.32783  0.65973  -2.33643  -0.47
H  6.56526  -1.75998  -0.16419  0.07
O  -3.66069  1.90400  1.33648  -0.08
H  -0.25942  -3.70848  2.17001  0.07
C  2.22983  0.18630  -4.85833  -0.05
H  1.51948  6.02655  -1.72623  0.03
C  -0.21933  -4.39405  1.31600  -0.06
H  4.62433  0.87689  -3.32089  0.08
O  -0.71507  3.67578  3.68374  -0.06
H  -5.20121  -1.11677  5.17878  0.13
H  -0.35331  2.26606  -0.80514  0.07
H  -0.01687  3.63026  3.02114  0.03
H  -3.18720  -3.24094  -0.11686  0.08
H  3.34393  2.05085  -3.15230  0.04
H  -3.84439  1.31584  2.08483  0.00
C  -5.02453  -0.13122  4.72352  -0.49
H  5.35646  -0.05533  -1.01888  0.07
H  -1.04281  -0.03411  5.14835  0.07
O  1.86351  5.79389  -0.85853  -0.07
H  0.06867  -5.37919  1.68383  0.08
H  -3.44730  0.34518  6.19579  0.06
C  1.02363  -0.38032  0.93201  -0.05
H  -0.02601  -0.20616  -3.41444  0.07
H  -1.40132  -6.17733  -0.26955  0.08
O  6.49870  -3.63524  1.74659  -0.04
O  -4.55587  0.26260  -3.71097  -0.06
H  6.00643  3.30305  -1.63502  0.08
C  -6.37554  0.36729  4.26149  -0.06
O  -1.39946  -0.51207  4.38651  -0.04
H  0.63161  1.40828  -5.83614  0.14
H  2.20004  -0.39707  -5.78057  0.08
H  0.57390  -4.00072  0.67828  0.08
H  7.18180  -2.95809  1.77696  0.09
C  -4.88883  -0.38217  -1.42709  -0.05
H  3.86940  2.62730  -0.93103  0.13
H  3.69460  -2.79024  0.11402  0.07
H  2.16208  -0.52490  -4.03308  0.08
H  4.54804  0.53723  0.31321  0.08
H  -6.59148  0.00387  3.25929  0.08
H  -2.79302  1.62139  0.99780  -0.01
C  -0.04896  0.53686  0.42093  -0.47
C  4.49114  0.57090  -0.77604  -0.06
H  -1.62059  4.68765  -1.09349  0.05
H  3.61199  0.08050  -1.19449  0.07
C  -2.82338  0.84389  -2.23223  -0.07
C  0.93664  1.03416  -4.85365  -0.47

---

3.
C18H38HfOP2 as an isolated structure at a distorted geometry, computed with the ωB97M-V functional and the def2-TZVPD basis.

HOMO level (alpha / beta): -11.047 / -11.048 eV
E_LUMO (alpha / beta): -8.008 / -8.008 eV
total charge: +2

Each line ends with the Löwdin charge.
Positions of all 60 atoms, in Å:
H  2.60734  -3.15505  -4.07181  0.08
H  -2.10552  -1.41341  -0.77258  0.02
C  4.81472  -1.05755  -1.90484  -0.20
H  5.23952  -5.29697  0.04980  0.07
H  -1.44757  -4.61711  -2.33095  0.03
H  2.75837  -5.35227  -1.88869  0.09
H  1.03837  1.11597  -3.20477  0.15
H  6.60912  -2.94674  -1.45626  0.08
H  0.12294  -5.38648  -1.87158  0.03
C  4.52115  -1.63628  -0.61057  -0.29
H  0.09999  -3.47582  -4.96339  0.06
H  1.75389  -4.66422  -3.98271  0.09
H  3.54500  1.17515  -2.09398  0.14
C  2.01360  -1.58708  -0.99882  -0.37
C  1.71799  0.37493  -2.69036  -0.08
H  -1.27728  0.33318  2.51974  0.12
H  5.83597  -3.17933  -3.05594  0.07
C  3.23216  -4.50833  -2.42312  -0.32
P  4.23354  -3.53594  -1.18490  0.94
C  3.15299  -1.02833  -0.18079  -0.19
C  3.16664  0.53075  -2.89900  -0.14
C  1.37852  -0.50128  -1.78467  -0.23
H  0.98834  -1.95733  -4.75000  0.06
C  2.17261  -3.86443  -3.33453  -0.33
H  0.73316  1.87864  1.05914  0.12
H  -2.98667  -2.83805  -0.29289  0.05
H  -1.24465  1.88954  1.60590  0.12
H  4.70944  -3.93283  1.11352  0.06
C  0.16400  -2.56940  -4.33385  -0.21
H  0.42718  -0.34761  -1.29231  0.05
H  1.43957  0.32551  1.63082  0.13
H  3.47873  -5.10899  0.46267  0.04
H  2.38750  -2.44543  -1.58618  -0.02
O  -0.31650  -1.62903  1.04716  -0.47
H  4.01694  -4.92541  -3.09059  0.10
C  0.91965  0.83582  0.80197  -0.04
H  1.31767  -2.07237  -0.15763  0.01
H  1.49049  0.81582  -0.12204  0.06
C  -1.46627  0.80704  1.54050  -0.03
H  3.33371  1.00876  -3.84203  0.11
Hf  -0.37368  -3.21279  0.10282  1.54
C  3.87569  -0.87487  -2.96506  -0.21
H  3.14818  -1.69427  -3.16888  0.08
H  -2.23867  -2.77714  -1.94978  0.00
C  -0.41911  0.25322  0.65765  -0.20
H  -0.78898  0.12357  -0.35474  0.09
H  -0.77044  -1.99620  -4.42595  0.06
H  -2.47856  0.62633  1.15295  0.10
C  5.89037  -3.57705  -2.02361  -0.19
H  -0.32785  -5.17956  -3.61384  0.07
H  3.19976  0.06039  -0.30426  0.11
H  6.27258  -4.59962  -2.05071  0.06
H  2.85584  -1.21598  0.85535  0.11
H  5.80933  -0.72543  -2.10248  0.11
C  -0.40234  -4.76293  -2.60179  -0.32
C  4.42394  -4.57485  0.26172  -0.21
H  4.50110  -0.85986  -3.89099  0.14
P  0.46368  -3.19356  -2.58917  0.87
C  -2.09843  -2.53451  -0.89573  -0.29
H  5.14939  -1.66065  0.26942  0.13

---

4.
C41H41N12O2Rb as an isolated structure, computed with the ωB97M-V functional and the def2-TZVPD basis.

HOMO level: -1.153 eV
E_LUMO: 3.315 eV
total charge: -2

Each line ends with the Löwdin charge.
Positions of all 97 atoms, in Å:
H  -1.70886  -4.97103  4.89052  0.10
N  -3.04024  -5.01950  3.30449  0.07
C  2.17102  1.15597  2.66107  -0.08
N  0.62698  -3.64815  5.03777  0.11
N  -3.18280  -0.60250  -0.78194  0.02
C  -1.04564  4.92985  -0.21163  -0.05
H  2.35505  -3.08196  5.97798  0.14
H  4.42188  2.31533  2.63372  0.07
C  -2.68050  2.87249  0.43163  -0.13
H  6.08721  2.04530  -3.08535  0.07
H  4.53937  -0.26705  2.53139  0.07
C  -5.08639  0.83992  3.33409  -0.09
H  1.38765  4.00186  -0.27308  0.09
N  -1.06539  -1.84477  -2.18494  0.01
H  -2.75479  -3.07214  0.56859  0.11
C  -3.85852  0.69884  3.97113  -0.09
C  3.59454  -2.59305  -1.53511  -0.07
C  3.93254  -0.26179  1.61283  -0.06
C  3.36745  -3.23991  -0.32554  -0.10
C  -2.17927  -1.38033  -2.90359  -0.21
H  0.47382  0.17173  -4.47717  0.07
C  2.60488  1.27055  -0.95900  -0.33
H  2.99103  2.32781  -4.75413  0.09
C  -4.30234  -0.58151  -0.08514  -0.55
N  1.72710  -2.88946  5.22058  0.00
H  -1.85578  -0.05135  3.72193  0.10
H  1.11410  2.48460  0.42282  0.05
C  -1.95265  -4.56168  3.91734  -0.09
H  5.00803  2.10539  0.99377  0.05
H  0.64363  1.81929  -5.11593  0.06
H  -0.35121  5.72470  -0.45709  0.10
C  3.82102  1.78756  -1.49027  -0.02
C  3.12782  1.03856  1.46111  -0.64
H  4.69502  1.91740  -0.87063  0.07
C  2.05635  -3.47234  0.04557  -0.18
H  2.61247  -1.22594  4.19418  0.11
C  1.67475  1.47571  -3.25441  -0.28
C  -3.31360  -4.49690  2.11378  -0.11
C  1.22112  -2.54152  -1.87383  -0.22
C  -5.22569  0.38448  2.03773  -0.02
Rb  -0.58296  -0.78448  0.33877  0.72
N  -1.36725  2.65819  0.49267  0.13
H  4.17982  -3.52430  0.33257  0.09
C  1.56892  1.10319  -1.93825  -0.04
H  2.62124  -1.76047  -3.27736  0.11
C  1.81208  -1.94774  4.26713  -0.16
C  -2.51648  -3.51655  1.53298  -0.09
H  -0.42934  1.48198  -3.74569  0.08
N  1.00184  -3.12170  -0.69244  0.07
H  -1.50797  -1.97833  -4.83651  0.08
H  4.60067  -2.34364  -1.85179  0.10
C  4.10417  2.22837  1.58770  -0.07
H  -2.80277  6.07761  -0.59600  0.09
C  -3.25544  -0.76498  -2.18636  -0.21
N  0.79373  3.46298  0.33771  0.14
C  0.05725  -2.16980  -2.80139  -0.53
C  5.26072  2.72763  -3.30453  -0.08
C  -3.26141  4.07181  0.05770  -0.09
O  0.37243  -2.20338  -4.01752  -0.07
C  0.52971  1.22893  -4.20268  -0.04
C  -2.30803  -1.49729  -4.30068  -0.05
N  -1.43533  -3.06571  2.15489  0.10
H  5.24761  2.90445  -4.38206  0.06
H  1.83048  -3.94888  0.99752  0.09
H  -3.69602  1.04514  4.98434  0.09
H  -6.15234  0.43925  1.48416  0.11
C  -2.83104  0.09837  3.26277  -0.15
H  3.25104  -1.11485  1.62082  0.06
C  -3.39637  -0.98293  -4.99235  -0.14
H  4.60291  -0.38903  0.75776  0.07
C  -4.12189  -0.17663  1.38716  -0.22
C  3.94257  2.16187  -2.82979  -0.32
H  -4.33752  4.16673  0.00823  0.09
H  -3.30295  2.01754  0.66586  0.08
O  -5.49973  -0.79870  -0.39858  -0.07
H  0.65481  0.61824  -1.61001  0.06
C  2.88342  2.03568  -3.71329  -0.07
N  0.78948  -2.04409  3.45843  0.16
C  -4.39991  -0.32698  -4.30408  -0.14
H  2.71654  1.11845  3.61648  0.07
C  0.09068  -3.09566  3.96698  -0.32
C  2.51458  -2.25515  -2.32295  -0.01
H  1.62684  2.10273  2.62000  0.07
H  1.43818  0.34878  2.63057  0.04
N  2.25375  0.95610  0.30253  -0.01
H  -5.92171  1.30321  3.84741  0.09
H  -5.24965  0.10347  -4.82497  0.08
N  -2.95029  -0.31965  2.00472  0.05
C  -0.54858  3.67201  0.19122  -0.38
H  -3.43918  -1.08869  -6.07253  0.08
H  -4.19553  -4.85718  1.59787  0.11
H  3.62050  3.16508  1.30044  0.08
C  -2.40632  5.11835  -0.28000  -0.11
H  5.48910  3.67754  -2.81146  0.07
H  -5.12084  0.24298  -2.37363  0.09
C  -4.32289  -0.23464  -2.92169  -0.05
C  -1.14646  -3.58973  3.33596  -0.21